# C45H97NO10Sb

C45H97NO10Sb as an isolated structure (wB97M-V/def2-TZVPD, the OMol25 dataset).

```
154
Properties=species:S:1:pos:R:3
C 1.250 2.442 0.027
H -1.257 -7.714 4.795
C 1.761 -8.993 1.261
H 5.434 -8.332 2.695
O 5.288 8.065 3.593
H 0.989 -9.780 -1.059
C 3.292 5.329 -2.221
H 5.163 -6.890 0.159
H -8.051 0.490 1.937
H 4.936 9.156 5.282
H -2.520 4.058 -2.961
H -3.187 -1.940 0.213
H 2.442 9.197 4.976
O -1.425 6.475 -0.719
H -1.713 2.736 -4.039
H -4.936 -8.330 -1.639
H 0.259 -3.097 -2.803
C 0.561 1.423 -2.951
C 4.220 7.144 5.540
H 0.924 1.628 0.807
H -2.395 -6.577 2.987
H 1.484 3.820 -5.039
O -3.438 -6.188 -3.751
H -5.637 -7.508 -3.053
C 1.336 -7.289 -0.535
H 1.557 8.898 0.197
H 6.985 -9.104 2.291
C -0.290 0.076 -3.330
O -2.764 -5.881 3.557
H -1.432 -0.699 -1.426
H 5.198 -9.696 0.626
C -1.590 4.005 -0.123
H -2.549 -7.688 -0.878
C -4.707 -7.881 -2.610
H 3.930 5.781 -3.093
H 6.275 8.923 -0.322
H 3.286 9.813 3.536
H 0.589 -6.882 -1.225
H -1.874 -7.382 6.429
H -4.108 -5.965 -1.836
H 4.662 8.573 -2.091
H 0.120 4.684 -3.476
H -2.776 -3.400 -3.309
C -1.117 5.514 0.196
O 3.913 8.924 -1.581
H -3.152 0.092 2.324
C -0.750 -2.545 -2.568
C 1.810 3.840 0.671
H -3.070 -6.884 -4.320
H -4.767 -3.229 1.516
H -3.066 0.783 -2.688
H 1.616 1.106 -2.553
C -1.898 -2.721 -3.749
H 1.712 -6.476 0.094
H -5.741 -0.574 -2.299
C -2.388 -7.258 -1.872
C 0.011 7.417 1.186
H 4.850 7.381 3.060
O -2.469 -2.021 0.864
H 5.385 11.876 -0.938
H 2.299 7.121 0.630
C 6.808 -8.764 -0.457
H 2.162 -7.665 -1.150
H 3.445 4.014 -4.905
H -0.990 -6.134 5.520
C -3.819 -0.773 2.413
O -0.435 6.015 1.416
H 0.447 -0.971 -1.372
H 4.263 11.471 -2.257
H -4.331 -8.666 -3.277
O -0.634 8.465 1.736
H -4.262 -8.024 5.669
H -7.299 -1.439 -0.064
H -1.658 3.418 0.915
C -6.156 2.952 -0.474
H -4.930 3.422 -3.079
C -4.032 -7.575 4.697
H 0.353 -0.496 -4.158
H 5.835 10.687 -2.182
H -4.421 -3.346 3.257
H 2.150 -8.231 1.944
N 2.244 3.766 2.001
H 6.400 -9.007 -1.444
H 4.991 8.552 0.820
C -3.238 1.905 -2.403
C -3.055 -2.064 2.162
C 0.668 4.468 -2.437
O 4.726 -7.757 0.199
H 2.616 8.187 3.522
H -0.116 -8.013 0.878
H -3.222 1.946 -1.212
H 2.288 5.487 -4.692
C 5.434 9.360 0.229
H 2.661 3.152 -2.413
C -3.967 -3.276 2.264
H 0.687 2.038 -3.964
H 1.816 4.872 0.102
H 6.712 -7.379 1.953
H -1.302 0.365 -3.894
C 2.393 4.316 -4.482
H -4.613 -0.637 1.671
H 2.747 6.114 -1.547
H 1.317 -9.801 1.852
H 3.579 7.360 6.400
H 2.126 2.762 2.332
C -0.495 -0.992 -2.104
H -5.823 4.084 -0.652
H 7.566 -9.510 -0.198
H 2.149 1.952 -0.587
H -4.268 -0.768 3.411
H -1.396 -3.329 -4.616
C -7.000 -0.291 -0.148
H 7.295 -7.787 -0.549
H -3.434 -5.659 5.471
H 3.557 10.339 -0.154
C 4.408 9.950 -0.725
H -3.657 -8.359 4.030
H 2.602 -9.429 0.710
C -2.101 2.948 -2.956
C 2.262 4.164 -2.838
C 4.433 8.385 4.688
C -6.106 0.191 -1.458
H 3.759 6.341 4.953
H -2.399 -1.716 -4.080
C -3.693 -6.757 -2.469
H -1.202 -3.101 -1.613
H -4.962 -7.202 4.254
H -1.931 -8.020 -2.513
C -5.731 1.785 -1.550
O 0.240 -9.428 -0.549
H 5.178 6.758 5.904
C -3.019 -6.451 4.838
H -5.038 1.653 -3.814
H 0.691 5.481 -1.868
H -3.406 -4.196 2.069
H -1.665 -6.440 -1.787
C -4.784 2.280 -2.837
C 1.366 7.740 0.276
H 1.117 7.374 -0.822
C -7.435 0.848 0.986
H 4.071 4.775 -1.506
C 3.116 8.927 4.157
Sb -0.387 2.785 -1.496
H 5.823 10.121 0.912
H -2.717 4.054 -0.510
H -2.239 -2.155 2.887
H -7.359 3.287 1.610
C 5.700 -8.723 0.584
C 6.244 -8.370 1.959
C -7.048 2.469 0.830
C 5.010 11.063 -1.567
C -1.714 -6.952 5.436
H -1.166 1.365 -0.787
C 0.735 -8.402 0.308
```

Summary:
Total charge   -1
2S+1   1
E_HOMO   -4.46 eV

Atomic partial charges in e from the Löwdin method, atoms 1 to 2:
1 C -0.3305
2 H 0.0785